No. 1
ORCA calculation (ωB97M-V/def2-TZVPD) on C28H39As2CaN6O10SSbSe4 as an isolated structure.

CARTESIAN COORDINATES (ANGSTROEM)
Ca  -0.452  -1.371  0.845
Se  -1.806  -7.122  0.627
Sb  0.092  -5.649  0.437
Se  0.710  -4.873  -1.821
Se  0.252  -3.892  2.169
Se  2.312  -6.785  0.143
N  4.154  -3.252  0.760
C  5.067  -2.951  -0.340
C  4.292  -2.703  -1.632
C  3.702  -1.299  -1.789
C  2.785  -0.815  -0.666
N  1.659  -1.705  -0.367
H  4.654  -3.351  1.636
H  3.694  -4.150  0.602
H  5.796  -3.754  -0.515
H  5.640  -2.053  -0.077
H  3.500  -3.453  -1.706
H  4.960  -2.880  -2.481
H  3.138  -1.264  -2.728
H  4.519  -0.574  -1.889
H  2.387  0.164  -0.940
H  3.353  -0.680  0.257
H  2.040  -2.553  0.059
H  1.219  -2.013  -1.234
N  -4.229  -5.945  -5.299
C  -3.835  -4.995  -4.342
C  -4.140  -3.644  -4.530
C  -3.782  -2.707  -3.580
C  -3.100  -3.115  -2.439
C  -2.828  -4.458  -2.226
C  -3.196  -5.395  -3.174
S  -2.661  -1.952  -1.196
O  -2.263  -2.721  -0.011
O  -3.786  -1.064  -1.034
N  -1.280  -1.193  -1.524
C  -1.160  -0.280  -2.513
N  0.044  0.346  -2.555
C  0.227  1.226  -3.520
C  -0.741  1.538  -4.466
C  -1.937  0.855  -4.330
N  -2.164  -0.036  -3.380
H  -4.241  -5.586  -6.241
H  -3.698  -6.801  -5.247
H  -4.672  -3.337  -5.424
H  -4.018  -1.661  -3.708
H  -2.367  -4.788  -1.308
H  -2.975  -6.440  -2.990
H  1.198  1.715  -3.538
H  -0.571  2.261  -5.250
H  -2.759  1.035  -5.019
C  0.691  6.275  1.927
O  2.009  5.784  1.724
C  2.322  4.486  1.993
O  3.431  4.106  1.741
C  1.233  3.575  2.478
C  0.671  3.697  3.688
As  -0.758  2.466  4.430
C  -2.322  3.276  3.539
C  -0.326  1.082  3.130
C  -0.526  1.285  1.729
As  1.138  2.086  1.136
C  0.748  3.223  -0.417
C  -1.849  1.449  1.175
O  -2.879  1.005  1.658
O  -1.854  2.071  -0.037
C  -3.131  2.145  -0.676
C  0.803  0.310  3.606
O  1.365  0.448  4.676
O  1.167  -0.678  2.727
C  2.399  -1.344  3.054
C  1.306  4.696  4.618
O  2.497  4.822  4.720
O  0.536  5.438  5.459
C  -0.846  5.627  5.207
H  0.625  7.192  1.345
H  0.517  6.509  2.979
H  -0.066  5.570  1.583
H  -2.742  4.053  4.175
H  -3.056  2.487  3.407
H  -2.081  3.690  2.559
H  -0.127  3.855  -0.290
H  0.574  2.549  -1.252
H  1.640  3.822  -0.606
H  -2.953  2.672  -1.613
H  -3.836  2.699  -0.056
H  -3.523  1.149  -0.874
H  2.595  -2.041  2.247
H  2.289  -1.891  3.989
H  3.190  -0.601  3.151
H  -1.094  6.622  5.576
H  -1.438  4.884  5.742
H  -1.073  5.575  4.144

Calculated values
LUMO level (alpha / beta)	3.07 / 3.64	eV
E	-477963.949	eV
HOMO level (alpha / beta)	-0.089 / -0.091	Eh
spin multiplicity	1
charge	-2
ΔE to the lowest compared entry with this formula, charge and spin	0.0	kJ/mol
HOMO-LUMO gap (alpha / beta)	5.480 / 6.111	eV

Löwdin population analysis, charges in e, atoms 1 to 8:
1 Ca 1.159
2 Se -0.242
3 Sb -0.339
4 Se -0.078
5 Se -0.071
6 Se -0.164
7 N 0.004
8 C -0.285


No. 2
ORCA calculation (ωB97M-V/def2-TZVPD) on C28H39AsN10O2PSTi as an isolated structure at a distorted geometry.

CARTESIAN COORDINATES (ANGSTROEM)
Ti  0.435  -0.885  0.444
C  -0.590  -5.155  -2.280
N  -0.022  -3.806  -2.181
C  1.068  -3.345  -2.868
C  1.314  -2.089  -2.413
N  0.387  -1.776  -1.451
C  -0.408  -2.846  -1.326
P  -2.042  -2.791  -0.490
C  -1.542  -2.729  1.277
N  -0.764  -1.789  1.807
C  -0.670  -2.056  3.151
C  -1.413  -3.156  3.428
N  -1.961  -3.565  2.237
C  -2.740  -4.794  2.049
C  -2.261  -0.978  -0.652
N  -1.393  -0.072  -0.217
C  -1.968  1.152  -0.423
C  -3.197  0.978  -0.986
N  -3.368  -0.375  -1.120
C  -4.543  -1.030  -1.710
H  -0.016  -5.718  -3.008
H  -0.517  -5.650  -1.316
H  -1.627  -5.109  -2.605
H  1.587  -3.950  -3.592
H  2.093  -1.408  -2.710
H  -0.091  -1.443  3.819
H  -1.605  -3.675  4.352
H  -3.165  -5.085  3.004
H  -3.547  -4.621  1.343
H  -2.095  -5.591  1.686
H  -1.473  2.073  -0.167
H  -3.946  1.686  -1.298
H  -5.178  -0.267  -2.147
H  -4.236  -1.720  -2.491
H  -5.104  -1.564  -0.947
N  5.954  -4.734  5.322
C  5.119  -4.435  4.293
C  5.560  -4.533  2.964
C  4.724  -4.205  1.921
C  3.420  -3.795  2.187
C  2.959  -3.699  3.502
C  3.797  -4.018  4.544
S  2.400  -3.318  0.881
O  3.015  -3.649  -0.373
O  1.070  -3.842  1.122
N  2.180  -1.658  1.000
C  2.942  -0.848  0.159
N  2.199  0.150  -0.384
C  2.797  0.929  -1.295
C  4.113  0.757  -1.635
C  4.802  -0.256  -0.970
N  4.231  -1.057  -0.079
H  6.887  -5.061  5.152
H  5.642  -4.690  6.274
H  6.570  -4.870  2.762
H  5.065  -4.269  0.896
H  1.936  -3.397  3.694
H  3.442  -3.962  5.566
H  2.192  1.713  -1.734
H  4.594  1.394  -2.362
H  5.857  -0.424  -1.156
C  2.636  3.121  1.423
C  1.140  2.845  1.545
As  0.667  1.064  2.194
C  -1.058  1.518  3.019
C  -0.981  2.035  4.451
C  1.875  0.942  3.733
C  3.219  0.270  3.455
H  2.793  4.108  0.987
H  3.149  2.395  0.793
H  3.123  3.119  2.397
H  0.640  2.981  0.586
H  0.684  3.539  2.250
H  -1.703  0.644  2.950
H  -1.487  2.280  2.368
H  -0.731  1.244  5.158
H  -1.947  2.445  4.748
H  -0.242  2.830  4.564
H  1.344  0.426  4.531
H  2.014  1.971  4.058
H  3.103  -0.782  3.196
H  3.850  0.330  4.343
H  3.758  0.755  2.640

Calculated values
LUMO level (alpha / beta)	-5.59 / -5.45	eV
E	-152733.374	eV
HOMO level (alpha / beta)	-0.448 / -0.448	Eh
spin multiplicity	2
charge	+2
ΔE to the lowest compared entry with this formula, charge and spin	0.0	kJ/mol
⟨S²⟩	0.75
HOMO-LUMO gap (alpha / beta)	6.601 / 6.741	eV

Löwdin population analysis, charges in e, atoms 1 to 8:
1 Ti 0.794
2 C 0.017
3 N -0.085
4 C -0.005
5 C -0.071
6 N -0.041
7 C -0.458
8 P 1.234


No. 3
ORCA calculation (ωB97M-V/def2-TZVPD) on C28H39AsN14SSr as an isolated structure at a distorted geometry.

CARTESIAN COORDINATES (ANGSTROEM)
Sr  0.494  -0.037  -0.009
C  -2.648  0.095  -4.571
C  -1.192  0.105  -4.206
C  -0.440  -1.067  -4.225
C  0.930  -1.043  -3.998
C  1.572  0.160  -3.733
C  0.827  1.334  -3.694
C  -0.542  1.302  -3.917
H  -3.097  -0.880  -4.386
H  -2.774  0.325  -5.631
H  -3.200  0.843  -4.001
H  -0.929  -2.005  -4.463
H  1.509  -1.954  -4.079
H  2.650  0.188  -3.627
H  1.322  2.285  -3.537
H  -1.108  2.226  -3.915
N  -2.607  1.009  1.914
C  -1.846  2.120  1.851
N  -2.221  3.157  2.588
C  -1.442  4.234  2.478
N  -1.744  5.307  3.204
N  -0.354  4.326  1.672
C  -0.068  3.234  1.008
N  -0.743  2.066  1.058
C  1.169  3.324  0.140
C  1.807  4.543  -0.027
C  2.966  4.589  -0.785
C  3.462  3.421  -1.340
C  2.757  2.248  -1.131
N  1.627  2.199  -0.419
H  -3.458  1.102  2.446
H  -2.626  0.393  1.107
H  -2.547  5.293  3.807
H  -1.184  6.137  3.117
H  1.399  5.426  0.440
H  3.482  5.528  -0.932
H  4.369  3.408  -1.926
H  3.112  1.317  -1.558
N  1.896  1.393  2.994
C  2.796  0.490  2.565
N  3.964  0.472  3.189
C  4.814  -0.461  2.764
N  6.014  -0.530  3.330
N  4.544  -1.370  1.792
C  3.373  -1.249  1.226
N  2.428  -0.335  1.548
C  3.047  -2.290  0.178
C  3.881  -3.386  0.031
C  3.524  -4.376  -0.873
C  2.348  -4.242  -1.590
C  1.583  -3.104  -1.390
N  1.926  -2.138  -0.538
H  2.149  1.954  3.790
H  0.935  1.381  2.701
H  6.259  0.105  4.070
H  6.664  -1.236  3.034
H  4.779  -3.456  0.624
H  4.154  -5.246  -1.006
H  2.019  -4.994  -2.293
H  0.659  -2.959  -1.939
C  -2.473  -3.289  1.431
As  -0.813  -2.325  1.725
C  0.386  -3.852  1.945
C  -1.026  -1.873  3.612
H  -2.603  -4.037  2.212
H  -2.445  -3.775  0.457
H  -3.307  -2.588  1.443
H  -0.022  -4.530  2.694
H  1.366  -3.507  2.273
H  0.494  -4.384  1.000
H  -1.212  -2.773  4.196
H  -1.860  -1.182  3.728
H  -0.120  -1.391  3.980
C  -6.452  0.756  -0.831
N  -5.002  0.641  -0.792
C  -4.317  -0.461  -1.098
N  -5.006  -1.557  -1.430
S  -2.614  -0.493  -1.082
H  -6.729  1.734  -0.450
H  -6.917  0.003  -0.194
H  -6.830  0.667  -1.851
H  -4.444  1.464  -0.643
H  -6.003  -1.553  -1.571
H  -4.490  -2.381  -1.682

Calculated values
LUMO level	-5.01	eV
E	-123036.227	eV
HOMO level	-0.489	Eh
spin multiplicity	1
charge	+2
ΔE to the lowest compared entry with this formula, charge and spin	35.8	kJ/mol
HOMO-LUMO gap	8.301	eV

Löwdin population analysis, charges in e, atoms 1 to 8:
1 Sr 1.156
2 C -0.063
3 C -0.309
4 C -0.054
5 C -0.100
6 C -0.110
7 C -0.098
8 C -0.046


No. 4
ORCA calculation (ωB97M-V/def2-TZVPD) on C28H39BCl2HfN5O6 as an isolated structure at a distorted geometry.

CARTESIAN COORDINATES (ANGSTROEM)
Hf  -0.468  -0.235  0.150
N  1.744  0.670  -0.043
C  1.931  1.668  -1.112
C  1.613  1.027  -2.444
N  0.238  0.489  -2.486
C  0.162  -0.722  -3.335
C  1.036  -1.851  -2.824
N  0.840  -1.980  -1.381
C  -0.721  1.487  -3.016
C  -1.527  2.160  -1.929
N  -2.163  1.120  -1.111
H  1.887  1.128  0.857
H  2.423  -0.080  -0.124
H  2.950  2.061  -1.127
H  1.265  2.502  -0.898
H  2.316  0.212  -2.606
H  1.781  1.744  -3.253
H  0.422  -0.483  -4.375
H  -0.878  -1.048  -3.320
H  2.090  -1.662  -3.025
H  0.783  -2.762  -3.372
H  1.647  -2.360  -0.900
H  0.085  -2.630  -1.190
H  -1.409  0.973  -3.690
H  -0.208  2.242  -3.618
H  -2.251  2.843  -2.381
H  -0.886  2.755  -1.278
H  -2.791  0.569  -1.690
H  -2.712  1.557  -0.374
Cl  2.952  -3.544  1.589
C  2.024  -2.683  2.770
C  2.307  -2.860  4.145
C  1.585  -2.199  5.094
Cl  1.935  -2.453  6.770
C  0.545  -1.301  4.726
C  -0.283  -0.577  5.611
C  -1.258  0.235  5.099
C  -1.392  0.361  3.702
N  -0.627  -0.284  2.854
C  0.307  -1.127  3.356
C  1.022  -1.846  2.365
O  0.653  -1.641  1.115
H  3.098  -3.536  4.437
H  -0.146  -0.681  6.679
H  -1.922  0.787  5.748
H  -2.145  1.012  3.273
C  0.714  4.192  3.339
C  0.097  3.958  1.971
C  0.703  4.922  0.961
O  0.477  2.622  1.540
B  -0.624  1.920  1.073
O  -1.775  2.660  1.278
C  -1.477  3.916  1.956
C  -2.139  5.025  1.155
C  -2.112  3.851  3.336
H  1.800  4.215  3.246
H  0.452  3.398  4.036
H  0.393  5.146  3.760
H  1.786  4.790  0.954
H  0.490  5.959  1.219
H  0.331  4.737  -0.047
H  -1.818  5.023  0.114
H  -1.918  6.004  1.582
H  -3.219  4.885  1.178
H  -1.676  3.065  3.950
H  -3.178  3.651  3.223
H  -1.999  4.797  3.866
O  -4.820  -1.679  1.872
C  -4.963  -2.319  0.703
C  -6.161  -3.005  0.490
C  -6.367  -3.683  -0.690
C  -5.395  -3.704  -1.697
C  -4.215  -3.033  -1.495
C  -3.980  -2.331  -0.302
C  -2.723  -1.623  -0.128
O  -2.471  -0.949  0.933
O  -1.813  -1.603  -1.020
H  -3.940  -1.259  1.887
H  -6.908  -2.989  1.272
H  -7.300  -4.210  -0.838
H  -5.571  -4.244  -2.616
H  -3.439  -3.034  -2.249

Calculated values
LUMO level	-2.60	eV
E	-76436.359	eV
HOMO level	-0.384	Eh
spin multiplicity	1
charge	+1
ΔE to the lowest compared entry with this formula, charge and spin	0.0	kJ/mol
HOMO-LUMO gap	7.852	eV

Löwdin population analysis, charges in e, atoms 1 to 8:
1 Hf 1.779
2 N -0.046
3 C -0.193
4 C -0.164
5 N -0.183
6 C -0.185
7 C -0.214
8 N -0.025


No. 5
ORCA calculation (ωB97M-V/def2-TZVPD) on C28H39BN7NiS4 as an isolated structure at a distorted geometry.

CARTESIAN COORDINATES (ANGSTROEM)
Ni  0.072  0.267  -3.859
C  -4.419  -1.437  -2.995
C  -3.279  -1.423  -2.043
C  -3.195  -2.253  -0.956
C  -2.056  -2.201  -0.125
N  -1.054  -1.403  -0.406
N  -1.099  -0.623  -1.460
B  0.091  0.284  -1.840
N  1.469  -0.241  -1.338
N  1.630  -0.439  -0.040
C  2.807  -0.752  0.439
C  3.945  -0.811  -0.404
C  3.795  -0.644  -1.751
C  4.916  -0.660  -2.723
C  2.476  -0.404  -2.223
S  2.186  -0.305  -3.894
C  2.974  -1.068  1.907
C  3.994  -0.103  2.528
C  1.655  -0.953  2.660
C  3.481  -2.516  2.003
N  -0.161  1.752  -1.402
N  -0.541  1.887  -0.135
C  -0.819  3.063  0.354
C  -0.790  4.220  -0.469
C  -0.405  4.109  -1.772
C  -0.387  5.256  -2.713
C  -0.039  2.811  -2.245
S  0.520  2.619  -3.825
C  -1.167  3.197  1.818
C  -0.134  4.131  2.467
C  -1.135  1.835  2.504
C  -2.562  3.817  1.956
C  -2.169  -0.581  -2.288
S  -2.113  0.458  -3.638
C  -1.924  -3.033  1.130
C  -1.866  -2.060  2.317
C  -3.098  -3.993  1.332
C  -0.619  -3.831  1.032
H  -5.192  -2.128  -2.669
H  -4.839  -0.439  -3.100
H  -4.058  -1.739  -3.978
H  -3.994  -2.945  -0.758
H  4.928  -0.985  0.002
H  5.860  -0.888  -2.239
H  4.721  -1.388  -3.509
H  4.983  0.318  -3.200
H  3.654  0.927  2.434
H  4.101  -0.333  3.584
H  4.975  -0.190  2.069
H  1.255  0.051  2.571
H  0.936  -1.656  2.259
H  1.813  -1.174  3.712
H  4.454  -2.634  1.534
H  3.578  -2.799  3.047
H  2.779  -3.197  1.526
H  -1.076  5.183  -0.077
H  -0.670  6.180  -2.215
H  0.604  5.361  -3.151
H  -1.071  5.057  -3.537
H  0.873  3.734  2.362
H  -0.160  5.124  2.026
H  -0.351  4.234  3.526
H  -0.151  1.392  2.393
H  -1.355  1.944  3.563
H  -1.862  1.164  2.057
H  -2.604  4.815  1.531
H  -3.313  3.202  1.466
H  -2.818  3.896  3.009
H  -2.826  -1.564  2.443
H  -1.643  -2.607  3.229
H  -1.105  -1.305  2.151
H  -4.037  -3.454  1.441
H  -3.176  -4.707  0.515
H  -2.935  -4.552  2.249
H  0.222  -3.160  0.879
H  -0.469  -4.404  1.942
H  -0.659  -4.517  0.190
S  -0.070  -1.951  -5.060
C  -0.124  -2.667  -3.579
N  -0.160  -3.174  -2.541

Calculated values
LUMO level (alpha / beta)	-4.23 / -5.39	eV
E	-125156.896	eV
HOMO level (alpha / beta)	-0.403 / -0.397	Eh
spin multiplicity	1
charge	+1
ΔE to the lowest compared entry with this formula, charge and spin	40.5	kJ/mol
HOMO-LUMO gap (alpha / beta)	6.726 / 5.430	eV

Löwdin population analysis, charges in e, atoms 1 to 8:
1 Ni -0.205
2 C -0.046
3 C -0.231
4 C 0.100
5 C -0.191
6 N 0.187
7 N 0.016
8 B -0.574